{"formula": "C46H53F7N5O25P2S", "method": "ωB97M-V/def2-TZVPD", "orbital_gap_ev": 7.364, "total_energy_ha": -5719.07703, "total_charge": 1, "species": ["C", "C", "O", "C", "N", "C", "C", "O", "C", "C", "C", "S", "O", "O", "C", "F", "F", "C", "F", "F", "C", "F", "F", "F", "N", "P", "N", "C", "C", "C", "C", "C", "N", "P", "N", "O", "H", "H", "H", "H", "H", "H", "H", "H", "H", "H", "H", "H", "H", "H", "H", "H", "H", "H", "H", "H", "H", "H", "H", "H", "H", "H", "H", "H", "H", "H", "H", "H", "H", "C", "C", "C", "O", "C", "C", "C", "O", "O", "O", "H", "H", "H", "H", "C", "C", "C", "O", "C", "C", "C", "O", "O", "O", "H", "H", "H", "H", "C", "C", "C", "O", "C", "C", "C", "O", "O", "O", "H", "H", "H", "H", "C", "C", "C", "O", "C", "C", "C", "O", "O", "O", "H", "H", "H", "H", "C", "C", "C", "O", "C", "C", "C", "O", "O", "O", "H", "H", "H", "H"], "positions_angstrom": [[6.406, -2.210, 0.149], [6.171, -3.610, -0.390], [7.381, -4.273, -0.703], [5.434, -4.460, 0.622], [4.917, -5.694, 0.052], [4.077, -6.472, 0.966], [2.669, -6.727, 0.429], [1.677, -5.893, 1.034], [1.864, -4.511, 0.826], [1.867, -3.797, 2.179], [0.695, -2.818, 2.143], [0.229, -2.469, 3.867], [1.481, -2.219, 4.494], [-0.708, -3.435, 4.317], [-0.612, -0.781, 3.876], [-1.863, -0.898, 3.420], [-0.646, -0.454, 5.162], [0.086, 0.335, 3.042], [-0.246, 0.127, 1.742], [1.415, 0.247, 3.135], [-0.351, 1.781, 3.403], [-0.042, 2.070, 4.661], [0.272, 2.629, 2.584], [-1.674, 1.879, 3.229], [-0.261, -3.534, 1.218], [-1.984, -2.953, 0.927], [-2.890, -3.350, 2.088], [0.686, -3.882, 0.029], [0.061, -4.912, -0.921], [-0.969, -4.581, -2.042], [-1.229, -3.149, -2.544], [-0.403, -2.750, -3.780], [0.120, -1.385, -3.703], [1.297, -2.265, -0.901], [2.716, -1.836, -0.042], [1.964, -3.063, -2.151], [5.458, -1.712, 0.355], [6.990, -2.250, 1.068], [6.939, -1.602, -0.579], [5.546, -3.528, -1.297], [7.712, -3.963, -1.550], [6.127, -4.705, 1.430], [4.627, -3.836, 1.045], [4.397, -5.479, -0.792], [4.561, -7.424, 1.188], [3.967, -5.938, 1.916], [2.668, -6.571, -0.660], [2.328, -7.743, 0.603], [2.799, -4.334, 0.298], [1.676, -4.544, 2.953], [2.804, -3.307, 2.417], [0.960, -1.866, 1.699], [-0.453, -4.441, 1.675], [-1.771, -1.609, 0.579], [-2.214, -3.645, -0.244], [-3.314, -2.645, 2.671], [0.913, -5.405, -1.385], [-0.372, -5.680, -0.276], [-1.921, -5.022, -1.741], [-0.665, -5.157, -2.916], [-2.287, -3.100, -2.797], [-1.083, -2.390, -1.771], [0.429, -3.449, -3.890], [-1.030, -2.862, -4.669], [-0.002, -0.875, -4.566], [-0.321, -0.850, -2.968], [3.536, -1.760, -0.634], [2.631, -0.972, 0.483], [2.695, -3.654, -1.927], [6.464, 2.317, 1.469], [6.936, 3.549, 1.726], [7.171, 4.575, 0.627], [7.590, 5.657, 0.993], [6.894, 4.212, -0.744], [6.432, 2.979, -0.992], [6.179, 1.963, 0.104], [5.740, 0.878, -0.255], [6.146, 2.526, -2.204], [7.235, 3.993, 2.927], [6.297, 1.583, 2.245], [7.081, 4.942, -1.518], [5.835, 1.608, -2.082], [7.550, 4.914, 2.810], [-6.249, 5.837, 4.833], [-5.765, 4.747, 5.447], [-4.686, 3.876, 4.831], [-4.323, 2.916, 5.490], [-4.167, 4.221, 3.530], [-4.649, 5.310, 2.913], [-5.720, 6.191, 3.537], [-6.061, 7.154, 2.875], [-4.258, 5.730, 1.726], [-6.167, 4.323, 6.631], [-7.017, 6.462, 5.267], [-3.410, 3.587, 3.094], [-4.777, 6.543, 1.546], [-5.643, 3.521, 6.830], [-6.397, -3.341, -2.243], [-7.653, -2.869, -2.338], [-8.160, -1.751, -1.444], [-9.308, -1.394, -1.622], [-7.270, -1.186, -0.452], [-6.025, -1.666, -0.366], [-5.512, -2.770, -1.264], [-4.347, -3.130, -1.111], [-5.128, -1.213, 0.505], [-8.546, -3.314, -3.192], [-6.027, -4.137, -2.873], [-7.649, -0.388, 0.172], [-4.318, -1.728, 0.348], [-9.364, -2.796, -3.045], [8.341, 5.494, -5.048], [8.731, 6.350, -4.095], [9.621, 7.547, -4.377], [9.888, 8.245, -3.415], [10.080, 7.771, -5.726], [9.693, 6.915, -6.684], [8.791, 5.726, -6.402], [8.503, 5.030, -7.359], [10.044, 7.013, -7.953], [8.390, 6.251, -2.819], [7.707, 4.641, -4.851], [10.720, 8.620, -5.922], [9.615, 6.266, -8.416], [8.815, 7.010, -2.365], [-10.852, 1.362, -0.712], [-12.102, 1.846, -0.788], [-12.598, 2.973, 0.105], [-13.748, 3.328, -0.073], [-11.697, 3.538, 1.085], [-10.451, 3.052, 1.159], [-9.957, 1.939, 0.255], [-8.791, 1.601, 0.416], [-9.529, 3.481, 2.007], [-13.018, 1.409, -1.628], [-10.481, 0.563, -1.338], [-12.057, 4.333, 1.722], [-8.730, 2.949, 1.821], [-13.821, 1.946, -1.462]], "mulliken_charge": [-1.202, 0.263, -0.554, 0.047, -0.363, -0.838, -0.422, -0.449, 1.778, -1.290, -0.107, 1.496, -0.637, -0.622, 0.618, -0.191, -0.238, 0.626, -0.292, -0.283, 0.466, -0.205, -0.236, -0.212, -0.124, 0.159, -0.586, 0.856, -1.438, -1.743, 0.294, -0.936, -0.393, 0.018, 0.099, -0.497, 0.177, 0.296, 0.357, 0.139, 0.377, 0.615, -0.270, 0.270, 0.529, 0.266, 0.190, 0.492, -0.923, 0.660, 0.267, -0.589, 0.867, 0.155, 0.220, 0.400, 0.337, 0.403, 0.513, 0.566, 0.443, -0.085, 0.196, 0.421, 0.283, 0.152, 0.155, 0.154, 0.292, -1.102, 0.334, 1.100, -0.647, -1.034, 0.402, 0.971, -0.582, -0.564, -0.573, 0.480, 0.516, 0.319, 0.379, -1.080, 0.375, 1.202, -0.700, -1.245, 0.399, 1.013, -0.641, -0.594, -0.577, 0.451, 0.633, 0.386, 0.381, -1.215, 0.268, 1.189, -0.588, -0.832, 0.262, 0.743, -0.210, -0.698, -0.577, 0.468, 0.513, 0.144, 0.365, -0.984, 0.111, 1.023, -0.639, -0.995, 0.277, 1.094, -0.625, -0.560, -0.450, 0.532, 0.438, 0.385, 0.370, -1.129, 0.491, 0.960, -0.617, -1.005, 0.196, 1.261, -0.626, -0.573, -0.582, 0.430, 0.451, 0.373, 0.379]}